(1)
2 unconnected molecules or ions with the total composition C5H6O. Source: the Open Molecules 2025 dataset; level of theory: ωB97M-V/def2-TZVPD.

Last column: natural (NBO) charge in e.
Element x y z (Å)
C1 -0.315 -1.901 -1.548  -0.18
H1 0.176 2.239 0.171  0.25
H2 -1.367 1.583 -0.410  0.23
H3 -0.642 -2.673 -2.319  0.26
O1 2.132 0.078 0.079  -0.78
C2 -0.063 -1.008 -0.787  -0.10
C3 -0.547 0.462 1.301  -0.43
C4 -0.467 1.421 0.198  -0.43
C5 0.152 0.109 0.037  0.24
H4 0.138 0.602 2.233  0.26
H5 2.185 -0.765 -0.284  0.44
H6 -1.383 -0.148 1.329  0.23

Atomic forces in eV per Å
-0.9 -1.7 -1.7
1.1 1.2 0.5
0.3 0.0 0.3
0.9 1.5 1.7
-4.3 3.0 1.3
-0.6 0.3 -0.4
3.6 0.1 2.1
-1.6 -0.1 -2.1
4.7 -0.7 0.4
-1.6 -0.3 -1.8
0.2 -2.5 -1.1
-1.8 -0.7 0.9

Results
Kohn-Sham gap (eV): 10.06
HOMO energy (eV): -9.90
E_tot (a.u.): -269.154665

(2)
A single C5H6O molecule. Source: the Open Molecules 2025 dataset; level of theory: ωB97M-V/def2-TZVPD.

Last column: natural (NBO) charge in e.
Element x y z (Å)
C1 -0.088 0.552 -0.423  -0.49
H1 0.773 1.030 -0.903  0.25
H2 -0.429 -0.944 1.145  0.23
C2 -1.050 0.015 -1.383  -0.01
H3 -2.754 -0.672 -2.709  0.24
O1 1.801 1.236 1.540  -0.52
H4 -0.642 1.361 0.059  0.25
C3 -1.990 -0.322 -2.056  -0.24
H5 1.683 -0.573 2.418  0.11
C4 1.368 0.110 1.600  0.45
H6 0.924 -1.316 0.111  0.24
C5 0.403 -0.479 0.600  -0.50

Atomic forces in eV per Å
0.0 0.1 0.0
-0.2 -0.2 -0.1
0.1 0.1 -0.1
-0.5 -0.1 -0.2
0.0 0.1 0.1
-0.2 -0.5 0.0
0.3 0.0 0.3
0.6 -0.1 0.0
0.0 0.1 -0.1
0.1 0.3 -0.1
-0.1 0.2 0.0
0.0 0.0 0.0

Results
Kohn-Sham gap (eV): 10.81
Structure (SMILES): C#CCCC=O
HOMO energy (eV): -9.91
E_tot (a.u.): -269.278633

(3)
A molecular structure, C5H6O. Source: the Open Molecules 2025 dataset; level of theory: ωB97M-V/def2-TZVPD.

Last column: natural (NBO) charge in e.
Element x y z (Å)
O1 1.830 -0.494 -0.753  -0.51
C1 -0.249 0.311 -0.018  -0.16
C2 -1.445 0.084 -0.028  0.11
H1 2.723 -0.680 1.120  0.19
H2 3.807 -0.093 -0.237  0.19
C3 -2.890 -0.150 -0.004  -0.70
H3 -3.172 -0.711 0.894  0.25
H4 2.167 1.147 0.149  0.24
C4 2.801 -0.103 0.195  -0.25
H5 -3.438 0.797 -0.005  0.24
H6 -3.224 -0.736 -0.870  0.25
C5 1.089 0.628 -0.442  0.15

Atomic forces in eV per Å
0.0 -0.1 -0.4
-0.4 -0.2 0.0
0.5 0.2 0.1
-0.2 0.5 0.0
-0.1 0.1 0.1
0.0 0.1 0.0
0.1 0.1 -0.1
0.0 -0.3 0.5
0.1 -0.3 0.0
0.1 -0.1 0.0
0.2 0.1 0.1
-0.3 -0.1 -0.2

Results
Kohn-Sham gap (alpha / beta) (eV): 7.86 / 7.86
HOMO energy (alpha / beta) (eV): -7.99 / -7.99
E_tot (a.u.): -269.111582

(4)
A single C5H6O molecule. Source: the Open Molecules 2025 dataset; level of theory: ωB97M-V/def2-TZVPD.

Last column: natural (NBO) charge in e.
Element x y z (Å)
C1 2.552 -0.168 -0.471  -0.50
C2 0.071 0.548 -0.227  -0.29
H1 2.614 -1.009 -1.153  0.22
O1 -2.633 -0.045 -0.619  -0.52
C3 -0.764 -0.008 0.890  -0.53
C4 1.347 0.297 -0.301  0.11
H2 -0.339 -0.945 1.277  0.24
H3 -0.774 0.682 1.747  0.24
H4 -0.419 1.146 -0.992  0.25
C5 -2.194 -0.252 0.487  0.45
H5 -2.850 -0.633 1.297  0.11
H6 3.455 0.226 -0.016  0.22

Atomic forces in eV per Å
-0.1 0.0 -0.1
0.2 0.0 0.0
0.3 -0.1 0.2
0.1 -0.1 0.5
0.0 0.0 0.0
-0.1 -0.2 -0.1
-0.1 0.1 -0.1
-0.1 -0.1 -0.1
0.1 0.1 0.2
-0.1 0.1 -0.3
0.0 0.0 -0.1
-0.2 0.1 -0.1

Results
Kohn-Sham gap (eV): 10.49
Structure (SMILES): C=C=CCC=O
HOMO energy (eV): -9.55
E_tot (a.u.): -269.279848

(5)
A single C5H6O molecule. Source: the Open Molecules 2025 dataset; level of theory: ωB97M-V/def2-TZVPD.

Last column: natural (NBO) charge in e.
Element x y z (Å)
C1 -0.088 1.562 0.742  -0.41
H1 0.864 -0.968 1.881  0.48
C2 0.583 -0.585 -0.955  -0.38
O1 0.009 -0.927 1.429  -0.70
C3 0.097 -0.007 0.387  0.19
H2 -1.316 0.506 -1.261  0.22
H3 -1.513 -1.175 -0.555  0.24
C4 1.182 1.389 0.772  0.01
H4 -1.038 2.092 0.852  0.27
H5 1.157 0.069 -1.600  0.23
H6 0.920 -1.622 -0.935  0.23
C5 -0.857 -0.335 -0.757  -0.39

Atomic forces in eV per Å
0.8 -0.2 0.1
-0.1 0.1 -0.2
0.1 0.1 -0.1
-0.1 0.1 0.2
-0.2 -0.3 -0.2
0.0 -0.1 0.0
0.1 0.1 0.0
-0.8 0.4 0.0
0.6 -0.6 -0.1
-0.1 0.0 0.1
-0.1 0.4 0.3
-0.3 0.0 -0.2

Results
Kohn-Sham gap (eV): 10.73
HOMO energy (eV): -9.67
E_tot (a.u.): -269.172502

(6)
A single C5H6O molecule. Source: the Open Molecules 2025 dataset; level of theory: ωB97M-V/def2-TZVPD.

Last column: natural (NBO) charge in e.
Element x y z (Å)
C1 0.045 1.580 -1.967  -0.21
H1 1.812 0.683 0.740  0.23
H2 1.591 -1.070 0.880  0.22
C2 -0.166 0.019 0.173  0.12
H3 -0.953 -2.016 0.584  0.18
C3 -1.156 -1.067 0.087  -0.08
C4 -0.087 0.911 -0.974  -0.04
H4 -1.802 -1.119 -0.789  0.19
C5 1.100 -0.101 1.008  -0.62
H5 0.832 0.018 2.062  0.24
H6 0.151 2.162 -2.854  0.24
O1 -1.383 0.055 0.918  -0.47

Atomic forces in eV per Å
-0.1 -0.3 0.4
-0.1 -0.1 0.1
-0.1 0.1 0.0
0.2 0.0 -0.1
0.0 0.2 0.0
0.0 -0.3 -0.1
0.1 0.3 -0.5
0.2 0.0 0.1
0.1 0.0 0.0
0.0 -0.1 -0.1
0.0 0.0 0.1
-0.1 0.2 0.1

Results
Kohn-Sham gap (eV): 10.98
Structure (SMILES): C#C[C@]1(C)CO1
HOMO energy (eV): -9.96
E_tot (a.u.): -269.243878

(7)
A single C5H6O molecule. Source: the Open Molecules 2025 dataset; level of theory: ωB97M-V/def2-TZVPD.

Last column: natural (NBO) charge in e.
Element x y z (Å)
H1 1.078 -2.093 0.350  0.24
C1 0.852 -1.203 -0.242  -0.72
H2 0.018 -1.437 -0.908  0.22
H3 -0.653 1.043 -1.940  0.22
H4 -0.124 2.363 -0.723  0.23
C2 -1.040 -0.030 1.043  -0.39
H5 1.738 -0.938 -0.824  0.23
C3 -1.242 0.798 0.058  0.10
C4 -0.673 1.448 -0.934  -0.44
H6 -1.663 -0.447 1.835  0.25
C5 0.488 -0.158 0.792  0.60
O1 1.286 0.567 1.334  -0.55

Atomic forces in eV per Å
0.1 -0.1 -0.1
0.1 -0.1 0.0
0.2 0.1 0.2
-0.2 0.2 0.0
-0.3 0.1 -0.2
0.3 0.3 -0.2
-0.1 0.0 0.2
0.2 0.1 -0.2
-0.5 0.2 -0.1
0.3 0.3 -0.3
0.2 -0.4 0.6
-0.3 -0.6 0.0

Results
Kohn-Sham gap (eV): 10.04
Structure (SMILES): C=C=CC(C)=O
HOMO energy (eV): -9.39
E_tot (a.u.): -269.251045

(8)
A molecular structure, C5H6O. Source: the Open Molecules 2025 dataset; level of theory: ωB97M-V/def2-TZVPD.

Last column: natural (NBO) charge in e.
Element x y z (Å)
O1 -0.297 -0.714 -1.192  -0.52
H1 1.364 0.301 -1.922  0.19
H2 1.732 -0.821 -0.550  0.21
C1 0.424 0.896 0.001  -0.29
C2 -0.348 0.084 1.038  -0.44
C3 -0.016 -1.349 1.175  0.02
C4 1.013 -0.114 -0.976  -0.07
C5 -0.887 0.284 -0.356  0.12
H3 -1.852 0.691 -0.645  0.21
H4 -0.959 -1.837 1.490  0.09
H5 -0.856 0.635 1.831  0.25
H6 0.682 1.944 0.104  0.23

Atomic forces in eV per Å
0.0 0.1 -0.4
0.1 0.1 0.1
-0.1 0.0 -0.2
0.1 0.1 0.0
0.2 -0.2 0.1
-0.4 0.3 0.2
0.3 0.0 -0.1
-0.3 0.0 -0.2
0.2 -0.1 0.2
0.1 0.0 0.4
-0.1 -0.1 -0.2
0.0 -0.2 0.1

Results
Kohn-Sham gap (alpha / beta) (eV): 8.11 / 8.13
HOMO energy (alpha / beta) (eV): -8.26 / -8.37
E_tot (a.u.): -269.117666

(9)
A single C5H6O molecule. Source: the Open Molecules 2025 dataset; level of theory: ωB97M-V/def2-TZVPD.

Last column: natural (NBO) charge in e.
Element x y z (Å)
H1 0.155 -1.747 0.958  0.24
C1 -0.497 1.186 0.071  -0.09
C2 1.290 -0.269 -0.094  0.56
H2 0.103 -1.876 -0.783  0.24
C3 0.830 1.141 -0.055  -0.33
C4 0.040 -1.155 0.042  -0.52
H3 1.506 1.987 -0.078  0.23
H4 -1.711 -0.301 -0.936  0.23
C5 -1.157 -0.182 0.007  -0.45
H5 -1.055 2.102 0.267  0.21
H6 -1.937 -0.224 0.786  0.22
O1 2.431 -0.662 -0.185  -0.54

Atomic forces in eV per Å
-0.2 0.2 -0.1
0.1 -0.1 0.0
0.0 0.1 0.0
-0.4 0.2 0.1
-0.1 0.0 0.1
0.4 -0.2 -0.1
0.0 -0.1 0.1
0.2 0.2 0.2
-0.1 0.4 -0.1
0.0 -0.2 -0.3
0.5 -0.5 0.0
-0.4 0.1 0.0

Results
Kohn-Sham gap (eV): 10.23
Structure (SMILES): O=C1C=CCC1
HOMO energy (eV): -9.51
E_tot (a.u.): -269.342168

The highest E_tot belongs to which entry? number 3

Among the records above, which one has the lowest E_tot? number 9

Which value of E_tot does entry 1 give? -269.154665 a.u.